ORCA calculation (ωB97M-V/def2-TZVPD) on a structure of composition C18H33Br4KO9S2 in a non-equilibrium geometry.

- HOMO level (alpha / beta): -12.0 / -12.0 eV
- Net charge: +1
- 2S+1: 2
- E_tot: -355782.170 eV
- HOMO-LUMO gap (alpha / beta): 7.947 / 5.883 eV

Atoms and positions in Å:
1 K 0.00232 -2.62810 -4.46636
2 C -0.64865 0.76178 -0.25071
3 C -0.54354 0.44632 -1.67487
4 O -0.26751 -0.90463 -2.07270
5 H -0.58937 1.80420 0.06223
6 H 0.16347 0.35840 0.35414
7 H -1.54059 0.28048 0.15041
8 H 0.22205 1.14234 -2.01770
9 H -1.41168 0.88631 -2.16562
10 Br -0.86296 4.85222 0.27798
11 C -2.19198 4.17432 -1.14605
12 C -3.40739 3.29772 -0.43204
13 Br -4.65676 2.44614 -1.73617
14 H -1.68785 3.50502 -1.84318
15 H -2.51841 5.03902 -1.72383
16 H -3.86874 3.96186 0.29884
17 H -2.94071 2.51933 0.17162
18 Br -0.08653 1.90926 4.80336
19 C 0.32279 2.73840 3.02107
20 C 1.55170 3.70683 2.96176
21 Br 3.26150 2.65420 3.11696
22 H -0.64465 3.20831 2.84404
23 H 0.46716 1.86940 2.37912
24 H 1.45346 4.47924 3.72454
25 H 1.69654 4.25520 2.03095
26 O 4.80595 3.84150 -1.40668
27 S 4.30521 2.47245 -1.32437
28 O 4.33183 1.57090 -2.43810
29 O 5.13960 1.61637 -0.12661
30 C 5.20692 0.18527 -0.24512
31 C 5.28539 -0.36474 1.21523
32 C 2.67110 2.45332 -0.50705
33 H 6.04581 -0.06437 -0.89477
34 H 4.31937 -0.22426 -0.72745
35 H 5.01395 -1.40954 1.06423
36 H 4.61608 0.12324 1.92376
37 H 6.31714 -0.26086 1.55108
38 H 2.61993 1.72185 0.29944
39 H 1.85366 2.41870 -1.22726
40 H 2.75067 3.46383 -0.10625
41 O -3.82190 -3.75084 -2.48562
42 S -4.69775 -2.63749 -2.93902
43 O -5.48655 -2.88677 -4.14716
44 O -5.69697 -2.17094 -1.76212
45 C -5.20537 -2.50622 -0.47859
46 C -5.57831 -1.35747 0.46329
47 C -3.70028 -1.10729 -3.04017
48 H -4.14562 -2.75008 -0.40395
49 H -5.80870 -3.36912 -0.19661
50 H -5.48324 -1.70295 1.49271
51 H -6.59841 -0.98839 0.35715
52 H -4.90799 -0.51505 0.29268
53 H -4.19928 -0.16789 -2.80222
54 H -3.29673 -1.09841 -4.05268
55 H -2.88293 -1.33744 -2.35675
56 C 2.90507 -4.72996 2.23974
57 C 3.00149 -3.39889 2.46218
58 C 2.06642 -2.35237 1.90228
59 O 1.96732 -1.22742 2.27601
60 C 1.23721 -2.90378 0.82296
61 C 1.20018 -4.21618 0.55080
62 C 2.06627 -5.29139 1.22240
63 O 1.97406 -6.52422 1.04021
64 H 3.68283 -5.39489 2.58523
65 H 3.84113 -3.05061 3.04537
66 H 0.51045 -2.25193 0.36110
67 H 0.50139 -4.61921 -0.16730